# 1
ORCA calculation (ωB97M-V/def2-TZVPD) on 7 unconnected molecules or ions with the total composition C29H37F18NO15P at a distorted geometry.

Summary:
Total charge: +1
Spin multiplicity: 1
Gap between HOMO and LUMO in eV: 6.938

CARTESIAN COORDINATES (ANGSTROEM)
O: 0.9297 -5.2363 0.3479
P: 0.3418 -4.7704 -0.9995
O: 0.5929 -5.9364 -2.2197
O: 1.1438 -3.3080 -1.4589
C: -1.4888 -4.3001 -0.8288
C: -1.8624 -3.3221 0.3466
C: -3.3819 -2.9345 0.4427
C: -4.3674 -3.5281 -0.6222
N: -3.9236 -4.4203 -1.6698
C: -2.5341 -4.8397 -1.8291
H: 1.0347 -5.4697 -2.9741
H: 0.5225 -2.5777 -1.2044
H: -1.0662 -2.9038 1.0701
H: -3.6948 -2.2156 1.2703
H: -5.4735 -3.2290 -0.5704
H: -4.6005 -4.8070 -2.3504
H: -2.2143 -5.5359 -2.6909
C: -5.9146 2.7753 2.4699
C: -6.8416 1.7548 3.1020
O: -7.6294 1.0943 2.0955
C: -7.0269 0.0846 1.4421
O: -5.8954 -0.2813 1.6482
C: -7.9894 -0.5532 0.4435
F: -8.6668 0.3604 -0.2782
F: -8.9154 -1.3183 1.0575
F: -7.3606 -1.3526 -0.4475
H: -6.4806 3.4778 1.8529
H: -5.3741 3.3333 3.2360
H: -5.1850 2.2924 1.8147
H: -7.5423 2.2605 3.7680
H: -6.2916 1.0279 3.7058
C: 5.8536 -5.6133 -3.0390
C: 5.4943 -4.2025 -3.4626
O: 5.4644 -4.0938 -4.8952
C: 4.3355 -4.5194 -5.4976
O: 3.3842 -4.9741 -4.9129
C: 4.4224 -4.3010 -7.0060
F: 5.6080 -4.6908 -7.5172
F: 4.2739 -2.9993 -7.3332
F: 3.4755 -4.9769 -7.6831
H: 6.7935 -5.9256 -3.5014
H: 5.9548 -5.6766 -1.9536
H: 5.0900 -6.3274 -3.3571
H: 6.2609 -3.5081 -3.1109
H: 4.5443 -3.8797 -3.0280
C: -10.2717 7.8246 3.1324
C: -8.8214 8.2103 3.3492
O: -8.2298 7.3964 4.3766
C: -7.8078 6.1750 3.9929
O: -7.9020 5.7449 2.8712
C: -7.1600 5.4436 5.1655
F: -7.8789 5.5435 6.3022
F: -5.9337 5.9309 5.4500
F: -7.0017 4.1242 4.9320
H: -10.8259 7.8694 4.0736
H: -10.7450 8.4931 2.4106
H: -10.3560 6.7999 2.7618
H: -8.7657 9.2450 3.6956
H: -8.2478 8.1505 2.4230
C: 10.8677 -0.2502 -2.0439
C: 10.1992 -1.2856 -2.9269
O: 10.3457 -2.6008 -2.3674
C: 9.4744 -2.9286 -1.3909
O: 8.6113 -2.1965 -0.9773
C: 9.7130 -4.3627 -0.9254
F: 11.0193 -4.6367 -0.7354
F: 9.2624 -5.2655 -1.8237
F: 9.0960 -4.6430 0.2393
H: 11.9132 -0.5148 -1.8660
H: 10.8263 0.7374 -2.5078
H: 10.3829 -0.1935 -1.0664
H: 10.6873 -1.3040 -3.9039
H: 9.1451 -1.0508 -3.0981
C: 10.3262 -5.1744 3.0571
C: 10.2779 -3.7374 3.5380
O: 11.2833 -3.5014 4.5354
C: 12.5298 -3.2634 4.0727
O: 12.8270 -3.2439 2.9061
C: 13.4828 -2.9823 5.2317
F: 13.3320 -3.8565 6.2493
F: 13.2893 -1.7515 5.7532
F: 14.7764 -3.0443 4.8664
H: 10.2476 -5.8648 3.9011
H: 9.5128 -5.3749 2.3592
H: 11.2729 -5.3909 2.5561
H: 9.3132 -3.5422 4.0121
H: 10.3782 -3.0307 2.7097
C: -10.6756 6.7572 -3.1719
C: -9.5967 7.7921 -3.4248
O: -9.1716 8.3941 -2.1918
C: -8.2734 7.6916 -1.4694
O: -7.8293 6.6210 -1.7951
C: -7.8761 8.4679 -0.2163
F: -8.9420 9.0021 0.4255
F: -7.0513 9.4976 -0.5005
F: -7.2309 7.7027 0.6897
H: -11.5059 7.1970 -2.6133
H: -11.0551 6.3571 -4.1143
H: -10.2930 5.9272 -2.5730
H: -9.9988 8.5966 -4.0446
H: -8.7460 7.3656 -3.9630

# 2
ORCA calculation (ωB97M-V/def2-TZVPD) on a gas-phase ion, C2H4N3S (charge +1) at a distorted geometry.

Summary:
Total charge: +1
Spin multiplicity: 1
Gap between HOMO and LUMO in eV: 8.838

CARTESIAN COORDINATES (ANGSTROEM)
C: 0.0094 0.7652 -0.4301
C: -0.7221 0.7464 0.8191
N: -0.1521 2.2257 -1.0562
N: -0.8447 2.8990 -0.3602
N: 0.6148 -0.2436 -0.9191
S: -1.4434 2.3990 1.0058
H: -1.6431 0.1668 1.0714
H: -0.1512 0.3224 1.6397
H: 0.9646 -1.0283 -0.3074
H: 1.3451 -0.0979 -1.7004

# 3
ORCA calculation (ωB97M-V/def2-TZVPD) on 2 unconnected molecules or ions with the total composition C4H12NO.

Summary:
Total charge: -2
Spin multiplicity: 2
Gap between HOMO and LUMO (alpha / beta) in eV: 2.510 / 6.492

CARTESIAN COORDINATES (ANGSTROEM)
C: -0.0696 1.2637 0.0159
N: 0.5287 0.7729 -1.2375
C: 1.1124 -0.5593 -1.0517
C: -0.5039 0.7129 -2.2611
H: 0.6573 1.1257 0.8143
H: -0.9485 0.6698 0.2844
H: -0.3201 2.3137 -0.1769
H: 1.5839 -0.8429 -1.9989
H: 1.8281 -0.5389 -0.2301
H: 0.3609 -1.3130 -0.7875
H: -0.1377 0.2426 -3.1830
H: -0.8434 1.7221 -2.5324
H: -1.3734 0.1155 -1.9321
C: -0.3729 -1.1406 2.8455
O: 0.0500 -1.0921 1.5695
H: -0.8138 -0.1706 3.2253
H: -1.1804 -1.9043 3.0454
H: 0.4424 -1.3774 3.5908

# 4
ORCA calculation (ωB97M-V/def2-TZVPD) on 2 unconnected molecules or ions with the total composition C2H3N3O2 at a distorted geometry.

Summary:
Spin multiplicity: 1
Gap between HOMO and LUMO in eV: 8.810

CARTESIAN COORDINATES (ANGSTROEM)
C: 0.2943 2.0299 -0.0933
C: -0.6759 -1.0521 0.2303
N: 1.7283 -1.3686 0.6286
N: 0.5650 -1.3028 0.1805
N: -0.6721 1.3479 -0.2676
O: 1.3195 2.5050 0.1280
O: 1.4383 -1.6908 -0.7993
H: -1.2770 -1.2240 -0.6410
H: -1.1103 -0.7874 1.1747
H: -1.6102 1.5428 -0.5408

# 5
ORCA calculation (ωB97M-V/def2-TZVPD) on a molecular structure, C10H18Cl2F3IrO7S.

Summary:
Total charge: +2
Spin multiplicity: 5
Gap between HOMO and LUMO (alpha / beta) in eV: 7.705 / 8.308

CARTESIAN COORDINATES (ANGSTROEM)
Ir: -0.3074 0.6466 -0.4255
C: -1.7191 -1.4900 1.4737
C: -0.9025 -2.4119 0.5897
O: -0.5392 -1.6270 -0.5706
C: 1.6742 -2.3428 -1.0116
C: 2.3562 -0.9969 -1.0674
O: 1.7693 -0.1411 -0.0628
C: 2.6032 0.9028 0.4755
C: 1.9104 1.3757 1.7269
O: 0.5782 1.7913 1.3566
C: -0.3690 1.8384 2.4439
C: -0.8659 0.4434 2.8057
O: -0.9849 -0.2619 1.5661
H: -1.8337 -1.9453 2.4581
H: -2.7035 -1.2835 1.0529
H: -1.4790 -3.2757 0.2625
H: 0.0037 -2.7278 1.1048
H: 2.1517 -3.0187 -1.7232
H: 1.7615 -2.7808 -0.0163
H: 2.2702 -0.5310 -2.0495
H: 3.4125 -1.1387 -0.8306
H: 2.7172 1.7047 -0.2581
H: 3.5846 0.4970 0.7246
H: 2.4369 2.2218 2.1700
H: 1.8500 0.5591 2.4488
H: -1.1855 2.4604 2.0818
H: 0.0835 2.3298 3.3057
H: -1.8329 0.5204 3.3061
H: -0.1741 -0.0983 3.4538
Cl: -3.7355 1.0707 -3.0150
C: -2.8576 2.4054 -2.3397
Cl: -2.3298 2.0575 -0.6186
H: -3.4936 3.2780 -2.2413
H: -1.9509 2.6066 -2.8956
F: -3.4782 -2.0091 -1.1745
C: -3.0934 -2.3052 -2.4101
F: -2.4454 -3.4471 -2.4423
F: -4.0976 -2.2732 -3.2437
S: -0.2549 -0.3953 -4.0224
O: 1.0493 -0.9191 -4.2199
O: 0.3122 -2.3595 -1.4546
O: -0.4624 0.4137 -2.8311

# 6
ORCA calculation (ωB97M-V/def2-TZVPD) on C5H7N in the gas phase.

Summary:
SMILES: CC#C[C@H]1CN1
Spin multiplicity: 1
Gap between HOMO and LUMO in eV: 9.968

CARTESIAN COORDINATES (ANGSTROEM)
C: 1.1005 2.0224 -1.2365
C: 1.0439 0.6850 -0.6462
C: 0.6787 -0.3802 -0.2131
C: -0.2355 -1.4648 0.0872
C: -0.7950 -1.6067 1.4523
N: -1.5817 -0.9585 0.4108
H: 2.1084 2.2676 -1.5765
H: 0.7572 2.7691 -0.5087
H: 0.3929 2.0419 -2.0797
H: -0.2473 -2.2995 -0.6173
H: -0.3435 -0.9651 2.2045
H: -1.1499 -2.5831 1.7885
H: -1.5552 0.0606 0.5159

# 7
ORCA calculation (ωB97M-V/def2-TZVPD) on a molecular structure, C18H25Br2CuIN2O2Se2Si at a distorted geometry.

Summary:
Total charge: -2
Spin multiplicity: 2
Gap between HOMO and LUMO (alpha / beta) in eV: 4.180 / 5.690

CARTESIAN COORDINATES (ANGSTROEM)
Cu: 1.8727 -16.3210 7.7397
O: 4.3239 -12.0957 4.0538
C: 4.8125 -13.0230 5.0258
C: 3.7579 -14.0291 5.5485
C: 3.2729 -14.9405 4.4135
O: 2.4674 -14.1671 3.5257
C: 4.6743 -14.7903 6.6183
Se: 4.1157 -16.4385 7.6876
C: 2.5867 -13.2280 6.1365
Se: 0.9659 -14.1032 7.0053
H: 3.6962 -12.5529 3.4945
H: 5.0969 -12.3899 5.8917
H: 5.6370 -13.6740 4.6278
H: 2.7269 -15.7469 4.9205
H: 4.1158 -15.3221 3.7965
H: 2.1132 -14.7245 2.8076
H: 4.9649 -14.0725 7.3701
H: 5.6102 -15.0637 6.1472
H: 2.1659 -12.5738 5.3301
H: 2.9580 -12.5674 6.9570
Br: -2.8862 -18.7040 12.0150
C: -1.4542 -18.1327 10.8496
C: -0.4972 -17.2496 11.3588
C: 0.3603 -16.6850 10.4621
N: 0.4114 -16.9789 9.1676
C: -0.4890 -17.9223 8.7283
C: -1.4577 -18.4794 9.5226
C: -0.2372 -18.3210 7.3504
C: -0.8031 -19.5021 6.8798
C: -0.6211 -19.8889 5.5902
Br: -1.5816 -21.4053 4.8493
C: 0.2274 -19.1551 4.7783
C: 0.8780 -18.0372 5.3471
N: 0.5842 -17.5658 6.5655
H: -0.6118 -16.8083 12.3274
H: 1.0719 -15.9050 10.7071
H: -2.3402 -19.0038 9.1769
H: -1.5295 -20.1231 7.4343
H: 0.3933 -19.5102 3.7586
H: 1.6226 -17.4806 4.8212
I: 1.3632 -15.2222 -1.0052
C: -0.5338 -12.9506 9.6643
Si: 1.0668 -12.7454 8.8493
C: 2.5619 -13.1052 9.8478
C: 1.0851 -11.0003 8.2411
H: -0.7425 -12.1934 10.4880
H: -0.6050 -13.9711 10.0234
H: -1.2525 -12.7522 8.8769
H: 2.4935 -12.4420 10.7433
H: 3.4738 -12.7521 9.2871
H: 2.6759 -14.1454 10.1563
H: 0.9983 -10.2065 9.0206
H: 0.2576 -10.9619 7.5486
H: 1.9437 -10.7255 7.6279

# 8
ORCA calculation (ωB97M-V/def2-TZVPD) on C3H8FN3O in the gas phase at a distorted geometry.

Summary:
SMILES: N/N=C\N(O)CCF
Spin multiplicity: 1
Gap between HOMO and LUMO in eV: 9.954

CARTESIAN COORDINATES (ANGSTROEM)
N: 2.3434 0.7168 -1.0440
N: 1.1388 0.8716 -1.7474
C: 0.1351 0.3335 -1.1595
N: 0.2440 -0.3737 0.0624
O: 1.0752 -1.5110 -0.1113
C: -1.0133 -0.8383 0.6161
C: -1.7619 0.3273 1.2608
F: -2.9545 -0.1565 1.7653
H: 2.2418 0.9954 -0.0456
H: 3.0084 1.3578 -1.4509
H: -0.8225 0.4107 -1.6267
H: 1.9645 -1.0954 -0.3130
H: -0.7399 -1.5855 1.3756
H: -1.6739 -1.3368 -0.1570
H: -1.1714 0.7596 2.0730
H: -2.0139 1.1245 0.5022

# 9
ORCA calculation (ωB97M-V/def2-TZVPD) on 2 unconnected molecules or ions with the total composition C5H8NOS at a distorted geometry.

Summary:
Total charge: +1
Spin multiplicity: 1
Gap between HOMO and LUMO (alpha / beta) in eV: 7.479 / 7.646

CARTESIAN COORDINATES (ANGSTROEM)
C: 2.6641 0.0183 -0.6697
C: 1.3337 0.4853 -0.4971
C: 2.8386 -1.1024 0.0739
C: 0.7849 -0.4304 0.3296
C: -1.8783 -0.0509 0.6128
N: -1.8497 1.2900 0.0083
O: 1.5223 -1.4715 0.5915
S: -2.7764 -1.2782 -0.3784
H: 3.3206 0.6664 -1.2267
H: 0.7790 1.2225 -0.9763
H: 3.7236 -1.7286 0.2640
H: -2.0531 -0.1057 1.6944
H: -0.9219 1.7464 0.0463
H: -2.3007 0.9649 -0.8484
H: -2.6973 1.8242 0.3413
H: -2.4895 -2.0501 0.6346

# 10
ORCA calculation (ωB97M-V/def2-TZVPD) on 12 unconnected molecules or ions with the total composition C46H122N6O14 at a distorted geometry.

Summary:
SMILES: COC[C@H](C)N.COC[C@H](C)N.COC[C@H](C)N.COC[C@H](C)N.COCCNCCOC.COCCNCCOC.CC(C)O.CC(C)O.CC(C)O.CC(C)O.CC(C)O.CC(C)O
Spin multiplicity: 1
Gap between HOMO and LUMO in eV: 8.888

CARTESIAN COORDINATES (ANGSTROEM)
C: 6.0618 7.2834 5.0400
O: 5.2569 7.6059 3.9141
C: 5.4762 6.8698 2.7149
C: 4.1867 6.4262 2.0285
C: 3.2097 7.5987 2.0425
N: 3.6422 5.2883 2.7536
H: 7.1033 7.0164 4.8689
H: 5.5608 6.4118 5.4938
H: 5.8466 8.0692 5.7616
H: 5.9690 7.6002 2.0548
H: 6.2984 6.1549 2.8134
H: 4.3634 6.1024 1.0018
H: 2.2840 7.3213 1.5425
H: 3.6519 8.4253 1.4708
H: 2.9941 7.9873 3.0348
H: 2.8271 4.7893 2.4270
H: 3.5002 5.5008 3.7319
C: 1.7750 1.5353 1.2472
O: 0.9740 0.7802 0.3951
C: 0.1521 -0.1799 1.0218
C: -0.2170 -1.2792 0.0201
C: -1.1031 -0.7365 -1.1053
N: -0.8262 -2.4035 0.7109
H: 1.3418 1.8260 2.2062
H: 2.1511 2.4516 0.7781
H: 2.7723 1.1094 1.4366
H: 0.6299 -0.7249 1.8467
H: -0.7041 0.3239 1.4799
H: 0.7542 -1.5942 -0.3739
H: -1.4066 -1.4282 -1.8921
H: -0.4866 0.0472 -1.5550
H: -2.0458 -0.3001 -0.7650
H: -1.6731 -2.1364 1.2162
H: -1.0734 -3.1476 0.0675
C: 0.1718 -2.4859 -4.3464
O: 0.0554 -1.2311 -5.0070
C: -1.2561 -1.0240 -5.5541
C: -1.2159 0.0875 -6.5767
C: -0.3795 1.3064 -6.1226
N: -2.5813 0.5483 -6.8836
H: -0.4640 -2.5671 -3.4626
H: 1.2143 -2.5685 -4.0452
H: -0.0767 -3.2670 -5.0692
H: -1.7111 -1.9535 -5.8973
H: -1.7995 -0.5985 -4.6992
H: -0.7325 -0.2091 -7.5114
H: -0.6078 1.8158 -5.1869
H: -0.4230 2.0187 -6.9536
H: 0.6942 1.0976 -6.0920
H: -3.0173 0.8238 -6.0075
H: -2.4441 1.4255 -7.3730
C: 0.3880 -5.0148 5.8740
O: 0.2037 -3.9417 4.9640
C: 0.9186 -4.1056 3.7456
C: 0.4983 -5.3212 2.9548
C: 1.2782 -5.6445 1.6935
N: -0.9619 -5.3323 2.6126
H: 1.4705 -5.1357 6.0034
H: -0.0719 -5.9560 5.5729
H: 0.0044 -4.7299 6.8530
H: 0.8277 -3.1617 3.2047
H: 2.0040 -4.2299 3.8890
H: 0.5945 -6.2060 3.5923
H: 0.7898 -6.4809 1.1829
H: 2.3072 -5.9521 1.8719
H: 1.1511 -4.8694 0.9309
H: -1.3782 -4.7958 3.3722
H: -1.0577 -4.7911 1.7560
C: -10.5383 -1.0462 -2.0393
O: -9.1296 -1.0261 -2.1538
C: -8.7127 0.1855 -2.7855
C: -7.3308 0.0183 -3.4219
N: -6.3026 0.1898 -2.3737
C: -4.9835 0.0962 -2.9842
C: -4.5958 1.3040 -3.8619
O: -3.2056 1.5517 -3.8471
C: -2.7075 2.2088 -2.6996
H: -10.7311 -1.9470 -1.4483
H: -11.1057 -1.1683 -2.9666
H: -10.9084 -0.1874 -1.4712
H: -8.6935 1.0131 -2.0685
H: -9.4584 0.4935 -3.5258
H: -7.1787 0.7647 -4.1949
H: -7.2426 -1.0211 -3.7538
H: -6.4545 -0.3780 -1.5571
H: -4.9905 -0.7869 -3.6427
H: -4.1865 -0.1201 -2.2700
H: -5.1856 2.1607 -3.5176
H: -4.8121 1.0739 -4.9034
H: -3.4370 2.9459 -2.3378
H: -1.8188 2.7735 -2.9739
H: -2.5725 1.4770 -1.9023
C: 3.0650 1.1443 5.2057
O: 1.6894 1.1767 5.4911
C: 0.9540 0.0461 5.0423
C: -0.3968 0.0330 5.7090
N: -1.1735 -1.0837 5.1017
C: -2.1781 -1.4788 6.1222
C: -3.0020 -2.6555 5.5543
O: -2.9453 -3.6748 6.5463
C: -3.4039 -4.9169 6.0678
H: 3.2904 1.5099 4.1964
H: 3.5046 0.1579 5.3649
H: 3.5377 1.8912 5.8448
H: 1.5642 -0.8615 5.1461
H: 0.8859 0.1526 3.9486
H: -0.9706 0.9358 5.5111
H: -0.2583 -0.0871 6.7864
H: -0.6368 -1.9299 4.9362
H: -2.8881 -0.6661 6.3022
H: -1.6864 -1.7076 7.0672
H: -2.5706 -2.9826 4.5979
H: -4.0573 -2.4816 5.3076
H: -4.4681 -4.9614 5.8015
H: -3.3558 -5.6331 6.8911
H: -2.7916 -5.2489 5.2257
C: -0.3907 4.0252 -0.1233
C: 0.4394 5.2310 0.2889
C: -0.2729 6.5656 0.1275
O: 0.8389 5.0843 1.6701
H: 0.2099 3.1792 -0.4517
H: -0.8984 4.3100 -1.0541
H: -1.1391 3.8034 0.6378
H: 1.3663 5.2418 -0.2922
H: -1.2433 6.5393 0.6365
H: -0.4892 6.7266 -0.9320
H: 0.2341 7.4293 0.5507
H: 0.0654 4.7159 2.1119
C: 3.6150 -3.6050 -1.6520
C: 5.0298 -3.2527 -2.0253
C: 5.9852 -4.4514 -1.9308
O: 5.1938 -2.7470 -3.3595
H: 3.0376 -2.6828 -1.5353
H: 3.5597 -4.2677 -0.7885
H: 3.0611 -4.1380 -2.4313
H: 5.5231 -2.4754 -1.4341
H: 6.0526 -4.6988 -0.8704
H: 6.9760 -4.1696 -2.2865
H: 5.6660 -5.2851 -2.5568
H: 4.6698 -1.9480 -3.4826
C: 6.8094 4.3878 -2.1882
C: 5.8218 3.2478 -2.1129
C: 4.6593 3.5208 -1.1411
O: 5.2262 2.9474 -3.3823
H: 7.1551 4.6486 -1.1862
H: 6.4282 5.2331 -2.7602
H: 7.7366 4.0587 -2.6662
H: 6.2933 2.2994 -1.8448
H: 4.1253 4.4070 -1.5006
H: 4.9442 3.8318 -0.1291
H: 4.0267 2.6433 -1.0471
H: 4.9163 3.7404 -3.8313
C: -3.5636 1.0791 3.3460
C: -3.8012 -0.3147 2.8027
C: -4.5891 -0.2996 1.4997
O: -2.5511 -0.9644 2.5857
H: -2.9702 1.1772 4.2587
H: -4.4498 1.6847 3.5690
H: -3.0497 1.7162 2.6152
H: -4.4027 -0.8734 3.5306
H: -4.1513 0.3268 0.7238
H: -5.6534 -0.1249 1.6515
H: -4.5476 -1.3368 1.1464
H: -2.1075 -0.9024 3.4687
C: -1.8173 -5.7291 -3.5283
C: -1.2096 -5.7126 -2.0957
C: 0.2868 -5.5865 -2.2345
O: -1.7636 -4.5230 -1.5011
H: -1.4593 -6.5187 -4.1892
H: -1.4147 -4.8266 -3.9956
H: -2.9013 -5.6369 -3.4754
H: -1.5342 -6.5905 -1.5406
H: 0.6647 -4.6492 -2.6383
H: 0.8066 -6.4300 -2.6842
H: 0.6399 -5.6090 -1.1942
H: -2.7222 -4.5897 -1.5197
C: 1.9892 0.9780 -2.7150
C: 2.9480 0.0373 -3.4484
C: 3.0812 0.2230 -4.9438
O: 4.2517 0.1296 -2.8312
H: 0.9374 0.8251 -2.9408
H: 2.2052 2.0476 -2.7827
H: 2.2592 0.7469 -1.6822
H: 2.6413 -0.9962 -3.2746
H: 3.7395 -0.4972 -5.4348
H: 3.3196 1.2321 -5.2791
H: 2.1125 -0.0488 -5.3754
H: 4.4795 1.0618 -2.7032

Copy entry 6 word for word.
ORCA calculation (ωB97M-V/def2-TZVPD) on C5H7N in the gas phase.

Summary:
SMILES: CC#C[C@H]1CN1
Spin multiplicity: 1
Gap between HOMO and LUMO in eV: 9.968

CARTESIAN COORDINATES (ANGSTROEM)
C: 1.1005 2.0224 -1.2365
C: 1.0439 0.6850 -0.6462
C: 0.6787 -0.3802 -0.2131
C: -0.2355 -1.4648 0.0872
C: -0.7950 -1.6067 1.4523
N: -1.5817 -0.9585 0.4108
H: 2.1084 2.2676 -1.5765
H: 0.7572 2.7691 -0.5087
H: 0.3929 2.0419 -2.0797
H: -0.2473 -2.2995 -0.6173
H: -0.3435 -0.9651 2.2045
H: -1.1499 -2.5831 1.7885
H: -1.5552 0.0606 0.5159